Density functional theory data (ωB97M-V/def2-TZVPD) for an isolated ion of composition C2H3Cl2O2S and charge -1 at a distorted geometry.

XYZ file:
```
10
Properties=species:S:1:pos:R:3:forces:R:3
C 0.004 0.244 1.314 3.4 2.6 -3.7
C 0.067 0.660 -0.509 -1.0 -2.8 3.8
O -1.332 -1.670 -0.932 0.2 0.3 -0.1
O 1.108 -1.900 -1.136 -0.2 0.6 0.1
S -0.094 -1.139 -1.556 -0.3 0.2 0.5
Cl -1.336 1.672 -0.757 -0.6 0.4 -0.4
Cl 1.502 1.455 -0.950 1.4 0.8 -0.2
H -0.063 1.298 1.809 0.3 -2.1 -0.7
H 1.041 -0.319 1.401 -2.5 1.0 0.3
H -0.897 -0.301 1.316 -0.8 -0.9 0.4
```
Forces are in eV/Å.

The net charge is -1. As for the energy above the lowest of the compared OMol25 structures with the same formula, charge and spin: 0.897 eV. The calculation puts the LUMO energy at 3.4 eV. The value obtained for the HOMO-LUMO gap is 7.075 eV. The calculation puts the total energy at -42097.8061 eV. Its HOMO energy is -3.6 eV.

Charges obtained by Mulliken population analysis, quoted in units of e: -0.89 0.10 -0.59 -0.59 0.52 -0.23 -0.21 0.30 0.27 0.33

Density functional theory data (ωB97M-V/def2-TZVPD) for a 2-piece molecular cluster, C2H3Cl2PS overall at a distorted geometry.

XYZ file:
```
9
Properties=species:S:1:pos:R:3:forces:R:3
C 1.876 -0.776 -2.281 0.2 -0.3 0.0
C 1.939 -0.395 -1.142 0.0 -1.6 -4.4
P -0.916 -0.265 1.033 -0.5 0.6 1.0
S -1.058 1.645 2.160 1.5 0.6 -3.3
Cl -1.118 0.594 -0.787 -0.1 0.3 -0.2
Cl -2.820 -0.996 1.296 0.0 -0.1 0.1
H 1.837 -1.176 -3.290 0.1 0.4 0.8
H -1.605 1.371 3.253 -1.2 -1.3 2.4
H 1.864 -0.001 -0.242 0.0 1.5 3.7
```
Forces are in eV/Å.

The SMILES is SP(Cl)Cl.C#C. As for the energy above the lowest of the compared OMol25 structures with the same formula, charge and spin: 2.220 eV. The calculation puts the LUMO energy at 0.3 eV. The value obtained for the HOMO-LUMO gap is 9.984 eV. The calculation puts the total energy at -47290.2817 eV. Its HOMO energy is -9.7 eV.

Charges obtained by Mulliken population analysis, quoted in units of e: -0.33 -0.49 0.42 -0.23 -0.13 -0.21 0.38 0.14 0.45

Density functional theory data (ωB97M-V/def2-TZVPD) for one molecule with the formula C2H3Cl2PS at a distorted geometry.

XYZ file:
```
9
Properties=species:S:1:pos:R:3:forces:R:3
C -0.654 1.144 -1.066 -2.6 1.9 -0.6
C 0.008 0.055 -0.906 1.8 -2.1 2.2
P 0.330 -0.724 1.065 -0.3 1.0 -1.5
S 0.058 0.566 2.476 0.1 -0.6 -0.8
Cl -0.576 -2.567 1.566 0.5 1.1 -0.9
Cl 2.282 -1.307 0.705 -0.7 0.0 0.2
H -0.872 1.774 -1.998 0.9 -1.3 1.3
H -1.291 1.389 -0.235 -0.2 0.7 0.4
H 0.715 -0.330 -1.605 0.3 -0.7 -0.3
```
Forces are in eV/Å.

The SMILES is C=CP(=S)(Cl)Cl. As for the energy above the lowest of the compared OMol25 structures with the same formula, charge and spin: 0.921 eV. The calculation puts the LUMO energy at -0.5 eV. The value obtained for the HOMO-LUMO gap is 9.013 eV. The calculation puts the total energy at -47291.5801 eV. Its HOMO energy is -9.5 eV.

Charges obtained by Mulliken population analysis, quoted in units of e: -0.41 -0.25 0.63 -0.31 -0.19 -0.20 0.25 0.17 0.32

Density functional theory data (ωB97M-V/def2-TZVPD) for C2H3Cl2PS as an isolated structure at a distorted geometry.

XYZ file:
```
9
Properties=species:S:1:pos:R:3:forces:R:3
C 0.011 0.137 0.330 -1.1 -1.2 -0.1
C -0.330 0.032 -0.947 -0.3 -1.6 -0.4
P -3.220 1.170 -2.744 -1.0 -1.2 -0.1
S -3.966 -0.462 -2.008 0.6 1.1 -0.3
Cl -3.539 2.720 -1.435 -0.2 0.2 0.3
Cl -0.544 1.362 -2.054 0.7 -0.2 0.4
H -0.001 -0.802 0.895 0.3 0.3 -0.3
H 0.013 1.010 0.941 0.5 0.8 -0.1
H -0.577 -0.982 -1.419 0.6 1.7 0.6
```
Forces are in eV/Å.

As for the energy above the lowest of the compared OMol25 structures with the same formula, charge and spin: 1.323 eV. The calculation puts the LUMO energy at -1.0 eV. The value obtained for the HOMO-LUMO gap is 8.205 eV. The calculation puts the total energy at -47291.1784 eV. Its HOMO energy is -9.2 eV.

Charges obtained by Mulliken population analysis, quoted in units of e: -0.53 -0.04 0.32 -0.25 -0.17 -0.17 0.23 0.29 0.32

Density functional theory data (ωB97M-V/def2-TZVPD) for one molecule with the formula C2H3Cl3N2 at a distorted geometry.

XYZ file:
```
10
Properties=species:S:1:pos:R:3:forces:R:3
C 0.092 0.094 0.384 -1.5 0.0 0.5
C 0.963 -0.631 -0.521 3.8 2.8 -0.3
N 0.432 0.656 1.430 -0.6 -0.2 -0.5
N -1.470 -0.004 -0.249 3.2 0.6 -0.1
Cl 2.351 -1.356 0.351 0.2 0.2 0.0
Cl -1.604 0.375 -1.927 0.4 -0.9 -0.8
Cl -2.478 1.195 0.709 -2.4 1.6 2.3
H 1.385 0.013 -1.373 -0.7 -0.8 1.3
H 0.531 -1.434 -0.908 -2.2 -3.1 -1.9
H -0.202 1.092 2.102 -0.2 -0.2 -0.6
```
Forces are in eV/Å.

As for the expectation value of S²: 2.010. As for the energy above the lowest of the compared OMol25 structures with the same formula, charge and spin: 1.116 eV. The calculation puts the LUMO energy (alpha / beta) at 0.2 / -3.4 eV. The value obtained for the HOMO-LUMO gap (alpha / beta) is 7.077 / 7.420 eV. The calculation puts the total energy at -42663.8105 eV. As for the multiplicity: 3. Its HOMO energy (alpha / beta) is -6.9 / -10.8 eV.

Charges obtained by Mulliken population analysis, quoted in units of e: 0.52 -0.59 -0.43 -0.05 -0.18 -0.04 -0.24 0.34 0.40 0.28

Density functional theory data (ωB97M-V/def2-TZVPD) for one molecule with the formula C2H3Cl3O at a distorted geometry.

XYZ file:
```
9
Properties=species:S:1:pos:R:3:forces:R:3
C -0.206 -0.135 -0.096 0.5 1.6 0.5
C 0.511 -0.862 1.129 -3.3 2.9 0.0
O -1.517 0.341 0.119 2.7 1.4 0.7
Cl -0.150 -1.345 -1.308 -0.3 -1.3 -2.0
Cl -0.576 -2.084 1.834 0.6 0.4 -0.1
Cl 0.840 0.520 2.233 0.4 -0.9 0.1
H 0.447 0.749 -0.507 -1.2 -1.6 1.3
H 1.330 -1.299 0.674 2.1 -0.9 0.0
H -2.128 -0.302 -0.143 -1.4 -1.7 -0.5
```
Forces are in eV/Å.

The SMILES is O[C@H](Cl)C(Cl)Cl. As for the energy above the lowest of the compared OMol25 structures with the same formula, charge and spin: 0.594 eV. The calculation puts the LUMO energy at 0.7 eV. The value obtained for the HOMO-LUMO gap is 11.517 eV. The calculation puts the total energy at -41736.8741 eV. Its HOMO energy is -10.8 eV.

Charges obtained by Mulliken population analysis, quoted in units of e: -0.21 -0.01 -0.42 -0.15 -0.13 -0.15 0.36 0.38 0.33

Density functional theory data (ωB97M-V/def2-TZVPD) for C2H3Cl4O2V as an isolated structure at a distorted geometry.

XYZ file:
```
12
Properties=species:S:1:pos:R:3:forces:R:3
V 1.407 -1.032 -0.627 -1.4 -1.3 1.3
C -1.858 1.301 0.683 -0.4 -0.5 0.5
C -0.717 0.398 0.280 1.6 -0.5 -0.3
O 0.194 -0.014 1.021 1.1 0.1 3.1
O -0.485 0.015 -0.881 -0.9 0.0 -3.8
H -2.670 1.312 -0.044 0.4 0.1 -0.2
H -1.535 2.311 0.937 0.3 0.0 -0.4
H -2.299 0.950 1.616 0.1 -0.3 0.1
Cl 2.456 -1.491 -2.839 -0.6 0.8 1.5
Cl 2.601 1.392 -0.680 -0.2 -0.7 -0.2
Cl 2.952 -1.827 1.090 -1.0 0.8 -1.3
Cl -0.045 -3.317 -0.555 0.9 1.5 -0.1
```
Forces are in eV/Å.

As for the expectation value of S²: 3.779. The net charge is -1. The calculation puts the LUMO energy (alpha / beta) at 1.8 / -2.0 eV. The value obtained for the HOMO-LUMO gap (alpha / beta) is 7.549 / 3.687 eV. The calculation puts the total energy at -81999.5671 eV. As for the multiplicity: 4. Its HOMO energy (alpha / beta) is -5.7 / -5.7 eV.

Charges obtained by Mulliken population analysis, quoted in units of e: 0.87 -1.05 1.19 -0.68 -0.67 0.28 0.26 0.31 -0.44 -0.04 -0.45 -0.59

Density functional theory data (ωB97M-V/def2-TZVPD) for one molecule with the formula C2H3ClF2 at a distorted geometry.

XYZ file:
```
8
Properties=species:S:1:pos:R:3:forces:R:3
C 0.700 -0.074 0.368 0.0 2.6 -0.5
C -0.609 0.117 -0.365 1.1 0.7 -0.3
H 1.212 0.970 0.288 -0.3 -2.0 0.1
H 0.557 -0.354 1.393 -0.2 0.1 0.7
H -0.459 0.225 -1.437 0.1 -0.8 -0.2
F 1.351 -1.065 -0.257 1.2 -0.9 -0.6
F -1.062 1.348 -0.025 -1.0 0.7 0.8
Cl -1.691 -1.168 0.033 -0.9 -0.4 0.0
```
Forces are in eV/Å.

The SMILES is FC[C@H](F)Cl. As for the energy above the lowest of the compared OMol25 structures with the same formula, charge and spin: 0.815 eV. The calculation puts the LUMO energy at 1.0 eV. The value obtained for the HOMO-LUMO gap is 12.262 eV. The calculation puts the total energy at -20079.5734 eV. Its HOMO energy is -11.3 eV.

Charges obtained by Mulliken population analysis, quoted in units of e: -0.31 0.18 0.22 0.31 0.25 -0.25 -0.25 -0.15

Density functional theory data (ωB97M-V/def2-TZVPD) for C2H3ClFI as an isolated structure at a distorted geometry.

XYZ file:
```
8
Properties=species:S:1:pos:R:3:forces:R:3
C 0.164 -0.887 0.192 -1.2 2.7 -2.2
C -0.920 -0.264 -0.307 0.0 -1.7 0.6
F 1.687 1.631 0.947 0.3 -0.2 1.6
Cl -0.842 1.178 -1.199 0.1 0.6 -0.2
I -2.933 -1.133 -0.292 1.4 0.5 0.2
H 1.147 -0.495 -0.038 -0.1 0.0 0.3
H 1.626 1.770 0.059 -0.2 0.3 -1.6
H 0.071 -1.799 0.637 -0.2 -2.2 1.3
```
Forces are in eV/Å.

As for the energy above the lowest of the compared OMol25 structures with the same formula, charge and spin: 0.532 eV. The calculation puts the LUMO energy at -0.1 eV. The value obtained for the HOMO-LUMO gap is 9.421 eV. The calculation puts the total energy at -25462.0832 eV. Its HOMO energy is -9.5 eV.

Charges obtained by Mulliken population analysis, quoted in units of e: -0.63 0.28 -0.38 -0.19 0.08 0.16 0.37 0.31

Density functional theory data (ωB97M-V/def2-TZVPD) for a 2-piece molecular cluster, C2H3ClFI overall at a distorted geometry.

XYZ file:
```
8
Properties=species:S:1:pos:R:3:forces:R:3
C 0.862 0.699 0.460 -0.2 -0.9 0.3
C 0.861 -0.532 -0.018 0.5 1.4 -1.0
F 1.347 -0.713 -1.252 0.3 -0.2 -0.6
Cl 0.275 -1.991 0.554 -0.4 -0.6 0.8
I -2.958 0.353 0.046 -0.7 0.4 0.8
H -2.094 -0.225 -1.112 0.6 -0.4 -0.8
H 0.482 0.879 1.428 -0.4 0.2 0.8
H 1.225 1.530 -0.107 0.2 0.1 -0.4
```
Forces are in eV/Å.

The SMILES is C=C(F)Cl.I. As for the energy above the lowest of the compared OMol25 structures with the same formula, charge and spin: 0.488 eV. The calculation puts the LUMO energy at 0.6 eV. The value obtained for the HOMO-LUMO gap is 10.301 eV. The calculation puts the total energy at -25462.1270 eV. Its HOMO energy is -9.7 eV.

Charges obtained by Mulliken population analysis, quoted in units of e: -0.67 0.43 -0.23 -0.11 -0.09 0.09 0.30 0.26